Entry 1:
The following is a quantum chemistry calculation of a cluster of 2 separate species, C5H12 in total in a non-equilibrium geometry, from the Open Molecules 2025 dataset.

CARTESIAN COORDINATES (ANGSTROEM)
C1 -1.09 1.38 2.89
C2 -0.11 2.25 2.64
C3 0.15 3.59 3.32
H1 -1.59 0.75 2.15
H2 -1.63 1.26 3.84
H3 0.75 1.72 2.23
H4 -0.79 4.13 3.24
H5 0.94 4.04 2.72
H6 0.50 3.58 4.36
C4 -0.20 -3.54 -3.66
C5 1.07 -2.99 -4.32
H7 -0.42 -4.49 -4.15
H8 -0.04 -3.71 -2.58
H9 -1.06 -2.87 -3.61
H10 1.97 -3.57 -4.09
H11 1.22 -1.99 -3.90
H12 0.98 -2.96 -5.40

Results
LUMO level = 1.177 eV
SMILES = C=CC.CC
F_max = 2.1 eV/Å
HOMO-LUMO gap = 9.88 eV
2S+1 = 1
ΔE to the lowest compared entry with this formula, charge and spin = 2.704 eV



Entry 2:
The following is a quantum chemistry calculation of a cluster of 7 separate species, C50H42ClFN8O20S in total in a non-equilibrium geometry, from the Open Molecules 2025 dataset.

CARTESIAN COORDINATES (ANGSTROEM)
C1 -6.57 -0.16 -0.87
C2 -6.16 0.78 -2.02
O1 -7.27 0.89 -2.92
C3 -5.84 2.20 -1.57
O2 -4.73 2.31 -0.65
C4 -3.53 2.43 -1.26
O3 -2.95 3.47 -1.38
C5 -2.96 1.10 -1.74
C6 -2.78 0.81 -3.09
S1 -3.23 1.97 -4.37
C7 -2.27 -0.41 -3.40
N1 -1.96 -1.31 -2.48
C8 -1.43 -2.60 -2.96
C9 -2.51 -3.19 -3.91
O4 -3.60 -3.41 -3.50
Cl1 -2.06 -3.46 -5.61
C10 -2.15 -1.05 -1.18
C11 -1.82 -2.11 -0.14
O5 -0.75 -2.66 -0.10
N2 -2.83 -2.39 0.81
C12 -3.20 -3.75 0.81
O6 -2.93 -4.58 0.01
F1 -3.99 -4.06 1.84
C13 -2.63 0.16 -0.76
C14 -2.84 0.51 0.72
O7 -1.89 1.10 1.26
O8 -3.89 0.17 1.28
H1 -6.01 0.01 0.06
H2 -6.31 -1.18 -1.18
H3 -7.65 -0.18 -0.69
H4 -5.38 0.29 -2.60
H5 -8.08 0.95 -2.41
H6 -6.72 2.57 -1.02
H7 -5.69 2.85 -2.44
H8 -2.19 2.85 -4.44
H9 -2.12 -0.63 -4.45
H10 -0.54 -2.41 -3.58
H11 -1.16 -3.29 -2.17
H12 -3.68 -1.86 0.57
C15 2.07 1.20 0.41
C16 1.15 2.16 0.03
C17 0.98 2.47 -1.31
C18 1.74 1.80 -2.26
C19 2.67 0.84 -1.89
C20 2.83 0.54 -0.55
N3 1.53 2.11 -3.67
O9 0.71 2.97 -3.95
O10 2.17 1.48 -4.50
H13 2.20 0.95 1.45
H14 0.56 2.67 0.78
H15 0.26 3.23 -1.59
H16 3.25 0.33 -2.64
H17 3.55 -0.21 -0.25
C21 -7.45 3.41 4.53
C22 -8.53 4.25 4.34
C23 -9.04 4.46 3.07
C24 -8.45 3.81 1.99
C25 -7.36 2.97 2.17
C26 -6.86 2.77 3.44
N4 -8.99 4.01 0.65
O11 -9.93 4.77 0.51
O12 -8.47 3.40 -0.26
H18 -7.06 3.24 5.52
H19 -8.99 4.75 5.19
H20 -9.88 5.12 2.92
H21 -6.90 2.47 1.33
H22 -6.01 2.11 3.59
C27 8.14 -3.64 0.36
C28 7.63 -4.23 1.51
C29 6.41 -3.81 2.02
C30 5.72 -2.80 1.38
C31 6.23 -2.19 0.24
C32 7.44 -2.62 -0.27
N5 4.42 -2.37 1.91
O13 4.02 -2.91 2.91
O14 3.82 -1.50 1.30
H23 9.09 -3.97 -0.04
H24 8.17 -5.02 2.00
H25 6.02 -4.27 2.91
H26 5.68 -1.40 -0.26
H27 7.85 -2.16 -1.16
C33 3.42 5.00 -6.92
C34 3.29 3.69 -6.47
C35 4.12 2.70 -6.96
C36 5.08 3.03 -7.90
C37 5.22 4.33 -8.36
C38 4.38 5.31 -7.87
N6 5.99 1.99 -8.40
O15 5.83 0.86 -7.99
O16 6.84 2.32 -9.20
H28 2.77 5.77 -6.54
H29 2.54 3.45 -5.74
H30 4.01 1.69 -6.60
H31 5.97 4.58 -9.10
H32 4.48 6.33 -8.23
C39 2.11 1.50 6.91
C40 1.69 1.10 5.65
C41 1.83 1.95 4.57
C42 2.39 3.20 4.77
C43 2.81 3.61 6.02
C44 2.66 2.76 7.10
N7 2.56 4.10 3.62
O17 2.17 3.71 2.54
O18 3.09 5.17 3.81
H33 2.00 0.83 7.76
H34 1.25 0.12 5.51
H35 1.49 1.63 3.59
H36 3.25 4.59 6.16
H37 2.99 3.07 8.08
C45 1.61 -6.80 4.86
C46 2.08 -6.14 3.73
C47 3.31 -6.47 3.20
C48 4.06 -7.48 3.80
C49 3.60 -8.14 4.92
C50 2.37 -7.80 5.46
N8 5.35 -7.85 3.22
O19 5.73 -7.23 2.24
O20 5.97 -8.75 3.74
H38 0.64 -6.54 5.27
H39 1.49 -5.36 3.27
H40 3.68 -5.95 2.32
H41 4.19 -8.92 5.39
H42 2.00 -8.31 6.33

Results
LUMO level = -2.084 eV
F_max = 2.4 eV/Å
HOMO-LUMO gap = 7.08 eV
2S+1 = 1
ΔE to the lowest compared entry with this formula, charge and spin = 0.000 eV